*1*
ORCA calculation (ωB97M-V with the def2-TZVPD basis set) on a single C4H7NS molecule.

```
13
Properties=species:S:1:pos:R:3
C -0.522 -1.766 -1.065
C 0.150 -0.703 -0.945
N 1.343 -0.111 -0.824
C 0.152 0.739 -0.621
C -0.504 1.082 0.737
S 0.122 0.016 2.151
H -1.703 -1.736 -1.142
H -0.198 -2.719 -1.270
H 2.050 -0.299 -0.098
H 0.057 1.536 -1.303
H -0.449 2.065 1.122
H -1.642 0.874 0.616
H 1.144 1.021 2.642
```

HOMO energy: -8.85 eV
charge: 0

Atomic partial charges in e from the Löwdin method, atoms 1 to 5: 0.036, -0.430, 0.090, -0.263, -0.482



*2*
ORCA calculation (ωB97M-V with the def2-TZVPD basis set) on a single C4H7NS molecule.

```
13
Properties=species:S:1:pos:R:3
C 1.344 -0.165 0.138
C -0.173 -0.460 -0.180
C -1.039 0.439 0.664
S -2.444 1.073 -0.437
C -1.665 0.063 -1.791
N -0.501 -0.334 -1.542
H 1.542 0.880 0.204
H 1.913 -0.464 -0.652
H 1.581 -0.696 1.062
H -0.306 -1.409 0.089
H -1.373 -0.227 1.402
H -0.486 1.294 1.196
H -2.164 -0.033 -2.669
```

HOMO energy: -8.77 eV
charge: 0

Atomic partial charges in e from the Löwdin method, atoms 1 to 5: -0.025, -0.467, -0.398, 0.811, -0.388



Which structure is the most stable? The one labeled *2*.



*1*
ORCA calculation (ωB97M-V with the def2-TZVPD basis set) on a single C4H7NS molecule.

```
13
Properties=species:S:1:pos:R:3
S 3.140 -0.310 0.062
C 1.818 0.820 -0.140
N 0.554 0.378 -0.220
C 0.030 -1.020 -0.142
C -1.453 -0.527 0.035
C -0.739 0.878 0.106
H 2.122 1.833 -0.158
H 0.361 -1.823 0.646
H 0.161 -1.534 -1.072
H -1.694 -0.732 1.073
H -2.223 -0.919 -0.691
H -1.116 1.738 -0.660
H -0.960 1.218 1.161
```

HOMO energy: -8.19 eV
charge: 0

Atomic partial charges in e from the Löwdin method, atoms 1 to 5: 0.465, -0.567, -0.183, -0.172, -0.115



*2*
ORCA calculation (ωB97M-V with the def2-TZVPD basis set) on a single C4H7NS molecule.

```
13
Properties=species:S:1:pos:R:3
C 2.164 -0.778 0.274
C 0.713 -0.660 0.650
C -0.148 0.105 -0.032
C -1.612 0.026 0.295
N -2.522 0.741 -0.185
S -1.900 1.825 -1.371
H 2.790 -0.150 0.944
H 2.334 -0.402 -0.789
H 2.467 -1.804 0.313
H 0.428 -1.148 1.544
H 0.254 0.703 -0.867
H -1.883 -0.758 1.057
H -3.085 2.300 -1.833
```

HOMO energy: -8.70 eV
charge: 0

Atomic partial charges in e from the Löwdin method, atoms 1 to 5: -0.100, -0.159, -0.154, -0.340, -0.343



Which structure is the most stable? The one labeled *2*.



*1*
ORCA calculation (ωB97M-V with the def2-TZVPD basis set) on a single C10H9N molecule.

```
20
Properties=species:S:1:pos:R:3
C 2.912 -1.269 0.765
C 1.708 -1.911 1.224
C 0.500 -1.251 0.890
C 0.423 -0.084 0.074
C -0.814 0.461 -0.239
C -1.154 1.671 -0.789
C -2.589 1.816 -0.912
C -3.084 0.559 -0.501
N -2.061 -0.178 -0.119
C 1.619 0.390 -0.375
C 2.816 -0.089 -0.090
H 3.958 -1.849 0.984
H 1.780 -2.816 1.866
H -0.430 -1.845 1.326
H -0.624 2.651 -0.954
H -3.408 2.709 -1.170
H -3.843 0.163 -0.355
H -2.158 -1.140 0.245
H 1.623 1.206 -0.999
H 3.514 0.409 -0.387
```

HOMO energy: -7.57 eV
charge: 0

Atomic partial charges in e from the Löwdin method, atoms 1 to 5: -0.049, -0.100, -0.036, -0.189, -0.237



*2*
ORCA calculation (ωB97M-V with the def2-TZVPD basis set) on a single C10H9N molecule.

```
20
Properties=species:S:1:pos:R:3
C -3.234 0.033 -0.063
C -2.506 1.188 0.189
C -1.112 1.225 0.188
C -0.396 -0.105 0.015
C 1.117 -0.083 0.015
C 1.932 -1.116 0.255
C 3.247 -0.617 0.165
C 3.139 0.634 -0.213
N 1.875 0.993 -0.259
C -1.211 -1.217 -0.176
C -2.515 -1.231 -0.105
H -4.479 0.021 -0.108
H -3.043 2.189 0.393
H -0.511 2.275 0.398
H 1.803 -2.006 0.736
H 3.974 -1.181 0.271
H 4.101 1.511 -0.224
H 1.361 1.720 -0.670
H -0.479 -2.229 -0.375
H -3.063 -2.004 -0.432
```

HOMO energy: -7.88 eV
charge: 0

Atomic partial charges in e from the Löwdin method, atoms 1 to 5: -0.083, -0.168, -0.030, -0.110, -0.260



Which structure is the most stable? The one labeled *2*.



*1*
ORCA calculation (ωB97M-V with the def2-TZVPD basis set) on a single C8H17BN2O4 molecule.

```
32
Properties=species:S:1:pos:R:3
N -0.564 -0.567 -2.003
C -0.742 -0.988 -0.530
C -2.009 -0.276 -0.013
O -2.170 0.936 -0.006
O -2.991 -1.045 0.486
C -0.897 -2.547 -0.508
N 0.387 -3.122 -0.212
C 1.421 -2.034 -0.230
C 0.685 -0.709 0.072
C 0.805 -0.239 1.493
C 0.287 1.255 1.705
C 0.942 2.408 0.932
B 0.876 2.594 -0.621
O 2.004 3.050 -1.278
O -0.189 2.286 -1.399
H -0.043 0.254 -2.131
H -1.414 -0.389 -2.477
H -3.678 -0.478 0.881
H -1.275 -2.740 -1.526
H -1.543 -2.860 0.279
H 0.382 -3.399 0.740
H 2.225 -2.139 0.452
H 1.817 -1.896 -1.258
H 1.243 0.093 -0.454
H 0.136 -0.922 2.045
H 1.792 -0.362 1.857
H -0.794 1.338 1.494
H 0.264 1.472 2.830
H 1.953 2.451 1.276
H 0.432 3.326 1.199
H 1.660 3.318 -2.181
H -1.003 1.932 -0.915
```

HOMO energy: -9.12 eV
charge: 0

Atomic partial charges in e from the Löwdin method, atoms 1 to 5: 0.116, -0.275, -0.403, 0.061, 0.126



*2*
ORCA calculation (ωB97M-V with the def2-TZVPD basis set) on a single C8H17BN2O4 molecule.

```
32
Properties=species:S:1:pos:R:3
N -2.467 0.001 -1.008
C -1.675 0.694 -0.029
C -1.271 1.966 -0.725
O -0.697 1.812 -1.757
O -1.485 3.054 0.053
C -2.373 0.870 1.404
N -1.764 -0.055 2.354
C -0.406 -0.291 1.940
C -0.362 -0.020 0.422
C -0.056 -1.351 -0.263
C 1.288 -1.980 0.087
C 2.250 -1.605 -0.977
B 2.756 -0.098 -1.101
O 2.695 0.645 0.131
O 3.383 0.186 -2.330
H -3.213 0.650 -1.257
H -1.724 -0.149 -1.713
H -1.117 3.878 -0.387
H -2.496 1.892 1.771
H -3.412 0.521 1.335
H -2.236 -0.949 2.473
H -0.028 -1.255 2.338
H 0.147 0.487 2.431
H 0.424 0.776 0.213
H -0.155 -1.212 -1.384
H -0.801 -2.038 0.133
H 1.765 -1.707 1.055
H 1.250 -3.137 0.129
H 1.834 -1.808 -1.979
H 3.153 -2.169 -0.899
H 3.434 1.288 0.185
H 3.359 1.106 -2.647
```

HOMO energy: -8.41 eV
charge: 0

Atomic partial charges in e from the Löwdin method, atoms 1 to 5: 0.097, -0.394, -0.500, 0.126, 0.109



Which structure is the most stable? The one labeled *1*.